10
Properties=species:S:1:pos:R:3:lowdin_charge:R:1 method="wB97M-V/def2-TZVPD" total_charge=-1 e_tot_ha=-1117.03122 homo_ev="-4.2 / -4.2" lumo_ev="3.0038 / 2.9770"
C -0.67 -0.52 0.15 -0.57
C 1.06 0.18 2.09 -0.70
C 0.17 0.13 -0.60 -0.15
N 1.69 0.73 1.20 0.03
O -0.39 -0.86 -2.83 -0.55
O -1.10 1.45 -2.40 -0.55
S -0.50 -0.76 1.89 0.79
S 0.03 0.51 -2.46 0.60
H -1.58 -1.00 -0.19 0.07
H 1.30 0.14 3.15 0.03